{
  "formula": "H8O4",
  "method": "the ωB97M-V functional and the def2-TZVPD basis",
  "species": ["O", "H", "H", "O", "H", "H", "O", "H", "H", "O", "H", "H"],
  "coordinates": [[-14.410, -11.236, 12.434], [-15.308, -11.536, 12.293], [-13.873, -11.832, 11.912], [-7.777, -11.327, 11.602], [-8.224, -10.641, 12.098], [-7.515, -11.968, 12.262], [-13.043, -15.193, 6.374], [-12.536, -14.462, 6.021], [-13.000, -15.078, 7.324], [-11.720, -14.628, 11.512], [-11.233, -14.171, 12.197], [-11.235, -15.442, 11.376]],
  "lowdin_charge": [-0.05, 0.03, 0.02, -0.05, 0.03, 0.03, -0.05, 0.03, 0.03, -0.06, 0.03, 0.03],
  "homo_lumo_gap_ev": 11.904,
  "lumo_energy_ev": 0.348,
  "smiles": "O.O.O.O",
  "energy_ha": -305.7367,
  "homo_ev": -11.56,
  "e_above_lowest_ev": 1.156
}

***

{
  "formula": "H8O4",
  "method": "the ωB97M-V functional and the def2-TZVPD basis",
  "species": ["O", "H", "H", "O", "H", "H", "O", "H", "H", "O", "H", "H"],
  "coordinates": [[-1.264, 2.289, 2.101], [-1.606, 2.584, 1.254], [-0.935, 1.390, 1.935], [-0.550, -1.530, -1.066], [-0.831, -1.361, -1.969], [-0.537, -2.488, -0.983], [2.264, -0.014, -1.602], [1.553, 0.143, -0.975], [1.923, 0.289, -2.448], [0.119, -0.064, 1.301], [-0.035, -0.726, 1.983], [-0.100, -0.510, 0.469]],
  "lowdin_charge": [-0.08, 0.02, -0.02, -0.04, 0.06, 0.06, -0.05, 0.00, 0.03, -0.05, 0.06, 0.00],
  "homo_lumo_gap_ev": 10.772,
  "lumo_energy_ev": 0.110,
  "smiles": "O.O.O.O",
  "energy_ha": -305.7495,
  "homo_ev": -10.66,
  "e_above_lowest_ev": 0.808
}